No. 1
Below is a structure of composition C23H57B2F4HfN10O4SSi4Te in a non-equilibrium geometry, with properties calculated with the ωB97M-V functional and the def2-TZVPD basis.

Calculated values
multiplicity = 1
lowest unoccupied orbital energy = -9.009 eV
charge = +3

CARTESIAN COORDINATES (ANGSTROEM)
Hf1 1.3048 -0.8393 0.0040
C1 2.3712 -3.8162 3.6550
C2 2.1705 -3.0278 2.4192
N1 1.2562 -2.1542 2.1787
O1 0.2957 -1.8886 3.1685
B1 -0.0861 -0.6089 3.3529
F1 -1.1939 -0.4067 4.0511
F2 -0.5133 -0.6252 0.6673
O2 0.5205 0.5358 2.9423
N2 1.6128 0.4057 2.0483
C3 2.5175 1.3475 2.0849
C4 2.6009 2.4530 3.0701
C5 3.5362 1.2048 1.0656
N3 3.3140 0.2337 0.2172
O3 4.2513 0.0245 -0.7782
B2 4.7511 -1.3875 -0.9071
F3 5.6084 -1.6944 0.0913
F4 5.2263 -1.5024 -2.1653
O4 3.5483 -2.3476 -0.8428
N4 2.8755 -2.3036 0.3629
C6 3.0915 -3.1885 1.2737
C7 4.1287 -4.2414 1.2332
C8 4.7090 2.1140 1.0132
H1 1.6523 -3.5330 4.4200
H2 3.3871 -3.6797 4.0304
H3 2.2622 -4.8812 3.4433
H4 1.7718 2.4114 3.7692
H5 2.6038 3.4133 2.5598
H6 3.5387 2.3838 3.6215
H7 4.5617 -4.2945 0.2371
H8 3.7420 -5.2160 1.5202
H9 4.9369 -3.9843 1.9200
H10 4.4025 3.1554 0.9113
H11 5.3304 1.8373 0.1631
H12 5.3078 2.0350 1.9217
N5 2.4409 -0.4138 -2.6747
N6 1.7375 -0.2046 -3.8809
C9 0.3917 -0.2267 -3.9216
N7 -0.1956 -0.0086 -5.1009
S1 -0.5146 -0.4667 -2.5335
H13 3.1277 0.3424 -2.5546
H14 3.0301 -1.2506 -2.7657
H15 2.2720 -0.1545 -4.7422
H16 0.3336 0.1692 -5.9402
H17 -1.1965 -0.0919 -5.1838
C10 -2.5872 6.2677 -0.2361
Si1 -0.9651 5.2641 -0.3727
C11 0.0491 5.7584 -1.9084
C12 -0.0017 5.3075 1.2833
Si2 -1.4486 2.8766 -0.8084
Te1 0.7565 1.8397 -0.5003
Si3 -3.5996 2.1323 3.0896
C13 -2.1163 2.6682 4.1085
C14 -3.9478 0.3153 2.7810
C15 -4.7244 3.4376 2.3308
Si4 -3.4597 1.9164 -1.8942
C16 -4.9469 3.0658 -1.5291
C17 -3.9269 0.1251 -1.4000
C18 -2.9758 2.0552 -3.7384
H18 -2.3556 7.3284 -0.2732
H19 -3.1190 6.1001 0.6952
H20 -3.2682 6.0704 -1.0574
H21 0.4637 6.7584 -1.8113
H22 -0.5664 5.7616 -2.8039
H23 0.8752 5.0695 -2.0650
H24 0.8639 5.9551 1.2093
H25 0.3493 4.3111 1.5360
H26 -0.6008 5.6849 2.1038
H27 -1.2219 2.1366 3.7882
H28 -2.2557 2.4245 5.1618
H29 -1.9234 3.7379 4.0448
H30 -3.0538 -0.1886 2.4184
H31 -4.7448 0.1572 2.0565
H32 -4.2357 -0.1947 3.7002
H33 -4.1724 4.3077 1.9799
H34 -5.4446 3.7989 3.0656
H35 -5.3039 3.0529 1.4932
H36 -5.5720 2.6999 -0.7220
H37 -5.5824 3.1108 -2.4081
H38 -4.6524 4.0825 -1.2981
H39 -4.5980 0.0948 -0.5481
H40 -3.0515 -0.4694 -1.1645
H41 -4.4410 -0.3674 -2.2213
H42 -2.7702 3.0834 -4.0198
H43 -3.7820 1.7047 -4.3771
H44 -2.0925 1.4658 -3.9568
C19 -1.6643 -3.2609 0.3624
N8 -0.7712 -4.2250 -0.2305
C20 -0.8989 -5.5700 0.2887
C21 0.1928 -3.8765 -1.1063
N9 0.7116 -2.6569 -1.0963
N10 0.5930 -4.8222 -1.9944
C22 1.8819 -4.7592 -2.6561
C23 -0.3607 -5.7059 -2.6456
H45 -2.6629 -3.7012 0.4067
H46 -1.6962 -2.3694 -0.2615
H47 -1.3628 -2.9894 1.3793
H48 -0.9064 -5.5246 1.3806
H49 -0.0597 -6.1793 -0.0298
H50 -1.8248 -6.0455 -0.0389
H51 1.3037 -2.5631 -1.9214
H52 2.6112 -4.2211 -2.0503
H53 1.8117 -4.3020 -3.6504
H54 2.2477 -5.7779 -2.7933
H55 -1.3759 -5.4535 -2.3523
H56 -0.1662 -6.7545 -2.4219
H57 -0.2742 -5.5767 -3.7271

Cartesian forces (eV/Å) of the 6 atoms listed first:
-1.58 -1.68 -0.65
-0.22 0.05 0.26
-0.99 0.50 0.61
-0.12 0.02 -0.30
0.97 -1.39 -0.23
-0.44 0.16 -0.22

Here are the Mulliken charges for atoms 1 to 5, given in e:
1. Hf -0.551
2. C -1.883
3. C 0.238
4. N 0.598
5. O -0.730


No. 2
Below is the ion C3H7N2 with charge +1 in a non-equilibrium geometry, with properties calculated with the ωB97M-V functional and the def2-TZVPD basis.

Calculated values
multiplicity = 1
lowest unoccupied orbital energy = -4.011 eV
charge = +1
SMILES = C=N/C=C/[NH3+]

CARTESIAN COORDINATES (ANGSTROEM)
C1 1.1657 1.9787 -0.3660
N1 0.2227 1.4012 -0.9968
C2 -0.1040 0.1220 -0.9136
C3 -0.1015 -0.4414 0.3469
N2 -0.9712 -1.5578 0.6210
H1 1.1637 3.0598 -0.2275
H2 2.1247 1.4253 0.0017
H3 -0.3354 -0.3719 -1.8132
H4 0.2074 0.0751 1.2626
H5 -1.9052 -1.2884 0.9329
H6 -0.5556 -2.1591 1.3413
H7 -0.9112 -2.2434 -0.1894

Cartesian forces (eV/Å) of the 6 atoms listed first:
1.43 -0.74 -0.34
1.09 2.18 0.79
0.72 -1.18 2.92
-0.16 1.54 -1.13
1.24 -2.80 -0.75
-0.07 -0.15 -0.27

Here are the Mulliken charges for atoms 1 to 5, given in e:
1. C -0.275
2. N -0.317
3. C -0.149
4. C -0.415
5. N -0.260


No. 3
Below is a structure of composition C45H58ClN11S2SiY in a non-equilibrium geometry, with properties calculated with the ωB97M-V functional and the def2-TZVPD basis.

Calculated values
multiplicity = 1
lowest unoccupied orbital energy (spin up / spin down) = 1.973 / 1.077 eV
charge = -1

CARTESIAN COORDINATES (ANGSTROEM)
Y1 -0.3942 0.0766 0.2423
C1 0.2939 6.9869 0.7735
Si1 -1.0439 5.8688 1.4452
C2 -1.6889 6.6447 3.0270
C3 -2.4767 5.8449 0.2609
C4 -0.2285 4.2550 1.9418
C5 0.5945 4.2923 3.0656
C6 1.2828 3.1712 3.5081
C7 1.0999 2.0012 2.8126
N1 0.3037 1.9165 1.7396
C8 -0.3337 3.0156 1.2650
S1 -1.2221 2.7597 -0.2160
H1 -0.0931 7.9982 0.5878
H2 0.7016 6.5958 -0.1666
H3 1.1209 7.0625 1.4909
H4 -2.1290 7.6299 2.8223
H5 -0.8946 6.7809 3.7721
H6 -2.4619 6.0088 3.4764
H7 -2.9064 6.8548 0.2090
H8 -3.2509 5.1474 0.6020
H9 -2.1712 5.5280 -0.7390
H10 0.7117 5.2281 3.6120
H11 1.9361 3.2027 4.3690
H12 1.6335 1.0998 3.0879
C9 1.1744 0.8780 -5.4287
N2 0.1137 0.9214 -4.4251
C10 -1.1888 0.4868 -4.8947
C11 0.3785 0.8237 -3.0809
N3 -0.3789 0.2314 -2.2290
N4 1.5287 1.4856 -2.7126
C12 2.2070 1.4517 -1.4962
N5 3.3363 2.2014 -1.5173
N6 1.7702 0.7928 -0.4867
H13 1.1334 1.7478 -6.0847
H14 1.0705 -0.0189 -6.0398
H15 2.1558 0.8287 -4.9640
H16 -1.3439 0.8943 -5.8918
H17 -1.9732 0.8704 -4.2453
H18 -1.2728 -0.6031 -4.9438
H19 -1.1360 -0.2704 -2.6830
H20 1.8851 2.1369 -3.3815
H21 3.8027 2.3864 -2.3871
H22 3.9208 2.1691 -0.6682
H23 2.4559 0.8293 0.2796
C13 -4.2273 2.1673 1.5209
C14 -3.4153 2.0222 2.7861
C15 -3.4990 2.9772 3.7959
C16 -2.7737 2.8398 4.9715
C17 -1.9859 1.7122 5.1518
C18 -1.8781 0.7376 4.1598
C19 -1.0529 -0.5030 4.3873
C20 -2.5574 0.9238 2.9525
N7 -2.3737 0.0377 1.8536
C21 -3.2021 -1.0041 1.7328
C22 -4.2082 -1.3740 2.8004
C23 -3.1735 -1.7619 0.5488
C24 -4.1386 -2.9147 0.4005
N8 -2.2964 -1.4260 -0.4192
C25 -2.4461 -1.9839 -1.7066
C26 -1.6778 -3.0794 -2.1166
C27 -0.7045 -3.7224 -1.1620
C28 -1.8183 -3.5498 -3.4223
C29 -2.7053 -2.9592 -4.3105
C30 -3.4604 -1.8682 -3.8968
C31 -3.3391 -1.3672 -2.6035
C32 -4.1166 -0.1541 -2.1572
H24 -4.9066 3.0205 1.6002
H25 -4.8227 1.2682 1.3268
H26 -3.5738 2.3157 0.6601
H27 -4.1483 3.8381 3.6527
H28 -2.8292 3.6017 5.7435
H29 -1.4391 1.5743 6.0798
H30 -0.8167 -0.6112 5.4478
H31 -0.1155 -0.4798 3.8343
H32 -1.5730 -1.4032 4.0525
H33 -4.1372 -0.6974 3.6489
H34 -4.0386 -2.3949 3.1604
H35 -5.2344 -1.3333 2.4172
H36 -3.9311 -3.6923 1.1453
H37 -4.0606 -3.3686 -0.5857
H38 -5.1767 -2.5981 0.5483
H39 -1.0571 -3.6928 -0.1320
H40 0.2507 -3.1960 -1.1729
H41 -0.5115 -4.7607 -1.4464
H42 -1.2219 -4.4037 -3.7378
H43 -2.8109 -3.3463 -5.3173
H44 -4.1476 -1.3873 -4.5887
H45 -4.7081 0.2513 -2.9817
H46 -3.4440 0.6252 -1.7843
H47 -4.7911 -0.3895 -1.3295
N9 0.7216 -2.6730 1.9784
C33 0.4330 -1.7274 1.3702
C34 9.1683 -0.4301 0.9100
C35 7.7428 -0.6182 1.3579
C36 7.3082 -1.8318 1.8762
C37 5.9780 -1.8823 2.2508
N10 5.1357 -0.8646 2.1183
C38 5.6213 0.2848 1.5754
S2 4.5394 1.6260 1.3597
N11 6.9289 0.4226 1.2108
H48 9.8550 -1.0465 1.4946
H49 9.4459 0.6190 0.9979
H50 9.2677 -0.7179 -0.1414
H51 7.9712 -2.6820 1.9825
H52 5.5618 -2.7884 2.6884
Cl1 1.4037 -2.9048 -5.0733
C39 2.1839 -3.8719 -3.8451
C40 2.3950 -5.2096 -4.1058
C41 3.0001 -6.0152 -3.1435
C42 3.3776 -5.4659 -1.9157
C43 3.1686 -4.1289 -1.6594
C44 2.5785 -3.2656 -2.6236
C45 2.4001 -1.9052 -2.3409
H53 2.0851 -5.6236 -5.0557
H54 3.1736 -7.0646 -3.3522
H55 3.8318 -6.0930 -1.1586
H56 3.4380 -3.6964 -0.7000
H57 2.7142 -1.4956 -1.3867
H58 1.9368 -1.2481 -3.0602

Cartesian forces (eV/Å) of the 6 atoms listed first:
-1.75 1.74 -1.04
0.21 0.20 -0.14
0.03 0.08 0.17
-0.04 0.12 0.27
-0.22 -0.17 -0.19
0.00 -0.23 -0.08

Here are the Mulliken charges for atoms 1 to 5, given in e:
1. Y -0.957
2. C -1.168
3. Si 0.105
4. C -1.068
5. C -0.795


No. 4
Below is a structure of composition C5H10N2O2 in a non-equilibrium geometry, with properties calculated with the ωB97M-V functional and the def2-TZVPD basis.

Calculated values
multiplicity = 1
lowest unoccupied orbital energy = 0.853 eV

CARTESIAN COORDINATES (ANGSTROEM)
C1 -3.2060 -0.3106 -0.1360
C2 -1.8383 -0.8868 0.1841
C3 1.3449 0.0517 0.8117
C4 1.7333 1.3208 -0.0478
C5 2.6890 0.3044 0.2566
H1 -2.3928 1.3746 -0.2662
H2 -3.5462 -0.8366 -1.0405
H3 -3.9130 -0.6466 0.5824
H4 -1.7390 -1.9992 0.5312
H5 0.4557 -1.6843 0.4767
H6 1.0897 0.0299 1.8642
H7 1.1812 1.3114 -0.9958
H8 1.8457 2.2748 0.3930
H9 3.5746 0.4019 0.9593
H10 2.3109 -0.4159 -1.6848
N1 -0.8014 -0.1569 0.0420
N2 0.5279 -0.7752 0.0522
O1 -3.3138 1.0846 -0.2259
O2 3.1526 -0.6049 -0.7605

Cartesian forces (eV/Å) of the 6 atoms listed first:
0.06 -0.80 -0.09
1.18 -0.82 0.48
0.54 1.79 0.31
-1.48 0.03 0.47
3.29 -2.93 -0.27
0.04 0.41 -0.10

Here are the Mulliken charges for atoms 1 to 5, given in e:
1. C -0.434
2. C -0.050
3. C -0.113
4. C -0.713
5. C -0.012


No. 5
Below is a structure of composition C55H50CdF6N9O8S2Se in a non-equilibrium geometry, with properties calculated with the ωB97M-V functional and the def2-TZVPD basis.

Calculated values
multiplicity = 1
lowest unoccupied orbital energy = -0.776 eV
charge = -1

CARTESIAN COORDINATES (ANGSTROEM)
Cd1 0.4088 0.2765 0.1707
F1 -4.7408 -3.0465 3.2171
C1 -3.4992 -3.5858 3.1852
C2 -2.5091 -2.9716 2.4699
C3 -1.2151 -3.4863 2.5001
C4 -0.1489 -2.7664 1.7593
O1 -0.4222 -1.7097 1.2196
C5 1.1329 -3.4477 1.7244
C6 1.3071 -4.5532 2.4715
N1 0.3548 -5.1216 3.2924
C7 0.7746 -6.0730 4.2855
C8 0.5477 -5.7346 5.7311
C9 1.9324 -5.6981 5.1594
C10 -0.9363 -4.6303 3.2598
C11 -1.9799 -5.2783 3.9310
C12 -3.2626 -4.7564 3.9004
N2 -4.3130 -5.4555 4.5613
C13 -4.2032 -5.7874 5.9662
C14 -4.6424 -7.2700 6.1344
N3 -5.2890 -7.6362 4.8363
C15 -6.3956 -6.6748 4.5277
C16 -5.7015 -5.3297 4.1586
C17 2.3456 -2.9170 0.9601
O2 3.0346 -3.7584 0.3578
O3 2.5366 -1.6824 1.0798
H1 -2.7109 -2.0523 1.9245
H2 2.2587 -5.0681 2.4540
H3 0.6899 -7.1130 3.9852
H4 0.2926 -6.5359 6.4123
H5 0.0702 -4.7871 5.9405
H6 2.6300 -6.4745 5.4383
H7 2.3771 -4.7277 4.9895
H8 -1.7865 -6.1949 4.4746
H9 -4.8574 -5.1455 6.5677
H10 -3.1826 -5.6435 6.3091
H11 -5.3637 -7.3983 6.9378
H12 -3.8022 -7.9444 6.2896
H13 -5.5500 -8.6153 4.7640
H14 -4.5577 -7.3664 4.1498
H15 -7.0225 -6.5858 5.4120
H16 -6.9907 -7.0730 3.7098
H17 -6.2161 -4.5090 4.6650
H18 -5.7566 -5.1497 3.0890
F2 -5.3633 5.5649 2.8258
C18 -4.6752 4.4581 2.5040
C19 -5.2520 3.2091 2.6436
F3 -6.5111 3.1089 3.1060
C20 -4.5299 2.0744 2.3254
F4 -5.1522 0.8946 2.5013
C21 -3.2153 2.1186 1.8665
Se1 -2.2389 0.5317 1.5310
C22 -2.6737 3.3946 1.7303
F5 -1.4176 3.5466 1.2829
C23 -3.3738 4.5462 2.0442
F6 -2.7972 5.7508 1.9223
C24 3.0838 3.7114 2.0364
N4 3.5819 2.3534 1.9409
C25 4.8086 1.9692 1.4240
C26 4.8107 0.6229 1.3597
N5 3.6041 0.1919 1.8688
C27 2.8328 1.2539 2.2012
S1 1.2706 1.2134 2.8285
H19 3.6129 4.3311 1.3160
H20 3.2140 4.1052 3.0452
H21 2.0208 3.7083 1.8010
H22 5.5583 2.6869 1.1455
H23 5.5707 -0.0562 1.0207
H24 3.1675 -0.7135 1.6865
O4 -6.6616 4.1600 -6.6758
S2 -5.5803 5.0878 -6.3746
O5 -5.5490 5.5648 -5.0084
O6 -5.3451 6.1020 -7.3825
C28 -4.1574 3.9534 -6.5135
N6 -3.7930 3.6100 -7.7536
C29 -2.9034 2.6364 -7.8511
C30 -2.3532 2.0016 -6.7502
C31 -2.7502 2.4721 -5.5075
N7 -3.6530 3.4431 -5.3959
C32 -2.2117 1.9135 -4.2342
C33 -1.0865 1.0966 -4.2007
C34 -0.6366 0.6111 -2.9869
N8 -1.2371 0.8780 -1.8261
C35 -2.3151 1.6605 -1.8566
C36 -2.8308 2.2025 -3.0233
H25 -2.6199 2.3423 -8.8579
H26 -1.6602 1.1816 -6.8686
H27 -0.5377 0.8503 -5.0990
H28 0.2533 -0.0042 -2.9379
H29 -2.7820 1.8499 -0.8973
H30 -3.6980 2.8485 -3.0111
O7 1.6492 -1.8188 -2.7035
C37 0.8799 -2.7046 -2.0807
O8 -0.0661 -2.3957 -1.4014
C38 1.2867 -4.1531 -2.3025
N9 2.5621 -4.2230 -3.0355
C39 2.3201 -4.9151 -4.3085
C40 1.0983 -5.7954 -4.0599
C41 0.2428 -4.9035 -3.1588
H31 1.3937 -4.5885 -1.3098
H32 3.2615 -4.6846 -2.4706
H33 2.4063 -2.3451 -3.0556
H34 3.2076 -5.4601 -4.6274
H35 2.0857 -4.1749 -5.0798
H36 1.3945 -6.7026 -3.5266
H37 0.5860 -6.0863 -4.9776
H38 -0.4575 -5.4607 -2.5407
H39 -0.3344 -4.1990 -3.7613
C42 6.2112 0.3615 -4.1273
C43 6.3208 -0.4263 -2.9907
C44 5.3211 -0.4011 -2.0288
C45 4.2029 0.4252 -2.1610
C46 4.0966 1.1933 -3.3245
C47 5.0875 1.1636 -4.2913
C48 3.1261 0.3213 -1.1452
C49 2.1652 1.1865 -0.7797
C50 2.1776 2.6272 -1.1220
C51 3.3773 3.3461 -1.2209
C52 3.3870 4.6957 -1.5300
C53 2.1940 5.3786 -1.7397
C54 0.9939 4.7001 -1.5863
C55 0.9912 3.3519 -1.2574
H40 6.9806 0.3344 -4.8889
H41 7.1830 -1.0683 -2.8553
H42 5.3880 -1.0443 -1.1579
H43 3.2181 1.8071 -3.4728
H44 4.9830 1.7696 -5.1830
H45 3.0880 -0.6744 -0.7129
H46 4.3143 2.8301 -1.0525
H47 4.3322 5.2212 -1.6067
H48 2.1998 6.4282 -2.0044
H49 0.0523 5.2210 -1.7050
H50 0.0471 2.8489 -1.0936

Cartesian forces (eV/Å) of the 6 atoms listed first:
-0.54 0.46 0.57
0.04 -0.01 0.00
-0.03 0.03 0.00
0.05 0.13 -0.03
0.01 -0.04 0.01
0.00 -0.07 0.03

Here are the Mulliken charges for atoms 1 to 5, given in e:
1. Cd 1.143
2. F -0.379
3. C -0.473
4. C -0.026
5. C 1.071


Result set for ΔE to the lowest compared entry with this formula, charge and spin: 115.32; 42.94; 22.76; 133.42; 37.95 kcal per mole, one per record in the order listed.